The following is a DFT calculation (wB97M-V/def2-TZVPD) of 8 unconnected molecules or ions with the total composition C48H40F8.

The geometry in XYZ format:
```
96
Properties=species:S:1:pos:R:3:lowdin_charge:R:1
F 0.486 -4.814 -4.170 0.047
C -0.511 -4.739 -3.256 -0.286
C -0.345 -3.893 -2.178 -0.018
C -1.366 -3.871 -1.225 -0.075
C -2.451 -4.730 -1.389 -0.095
C -2.584 -5.608 -2.469 -0.065
C -1.582 -5.574 -3.441 -0.013
H 0.493 -3.215 -2.084 0.099
H -1.279 -3.204 -0.379 0.089
H -3.249 -4.749 -0.655 0.100
H -3.463 -6.232 -2.498 0.103
H -1.625 -6.241 -4.292 0.119
F -3.168 1.309 0.322 0.054
C -1.872 0.989 0.508 -0.281
C -1.033 1.767 1.266 -0.007
C 0.249 1.283 1.528 -0.067
C 0.741 0.121 0.929 -0.087
C -0.092 -0.541 0.038 -0.084
C -1.391 -0.101 -0.190 -0.024
H -1.379 2.681 1.731 0.111
H 0.868 1.721 2.301 0.104
H 1.721 -0.270 1.155 0.090
H 0.174 -1.511 -0.369 0.084
H -2.002 -0.644 -0.899 0.111
F -0.022 1.516 -7.438 0.078
C -0.277 0.757 -6.373 -0.293
C -0.194 1.296 -5.110 -0.032
C -0.475 0.570 -3.946 -0.088
C -0.806 -0.773 -4.123 -0.101
C -0.707 -1.379 -5.374 -0.083
C -0.557 -0.598 -6.502 -0.009
H 0.124 2.325 -4.978 0.120
H -0.503 1.059 -2.983 0.103
H -0.948 -1.369 -3.229 0.081
H -0.836 -2.452 -5.420 0.104
H -0.561 -1.045 -7.490 0.119
F -5.353 5.664 -1.367 0.056
C -4.657 4.829 -2.152 -0.288
C -4.025 5.326 -3.297 -0.006
C -3.325 4.427 -4.095 -0.076
C -3.318 3.071 -3.760 -0.108
C -3.857 2.614 -2.589 -0.084
C -4.544 3.515 -1.771 -0.019
H -3.973 6.363 -3.599 0.113
H -2.827 4.666 -5.025 0.104
H -2.894 2.333 -4.433 0.091
H -3.862 1.561 -2.345 0.103
H -4.939 3.250 -0.798 0.110
F -6.433 5.436 5.964 0.061
C -5.713 5.091 4.883 -0.291
C -5.983 5.733 3.674 -0.018
C -5.375 5.310 2.499 -0.064
C -4.363 4.348 2.601 -0.106
C -4.013 3.800 3.801 -0.087
C -4.721 4.152 4.967 -0.012
H -6.802 6.441 3.635 0.115
H -5.749 5.784 1.603 0.100
H -3.941 3.933 1.690 0.087
H -3.181 3.110 3.844 0.099
H -4.358 3.728 5.894 0.115
F 3.457 1.538 5.089 0.073
C 4.586 1.474 4.386 -0.312
C 5.768 1.866 4.970 -0.016
C 6.923 2.006 4.194 -0.074
C 6.909 1.455 2.924 -0.106
C 5.737 0.977 2.349 -0.077
C 4.550 1.065 3.063 -0.019
H 5.772 2.292 5.967 0.117
H 7.831 2.428 4.598 0.105
H 7.826 1.424 2.347 0.101
H 5.794 0.699 1.306 0.103
H 3.579 0.774 2.679 0.102
F 1.571 -1.711 3.703 0.043
C 1.991 -2.608 4.623 -0.286
C 3.296 -2.535 5.069 -0.011
C 3.745 -3.480 5.993 -0.073
C 2.848 -4.432 6.439 -0.105
C 1.516 -4.461 6.024 -0.079
C 1.084 -3.536 5.080 -0.016
H 3.917 -1.735 4.685 0.109
H 4.735 -3.342 6.403 0.105
H 3.073 -5.250 7.116 0.100
H 0.871 -5.169 6.523 0.103
H 0.047 -3.512 4.773 0.117
F 3.732 -4.630 -4.793 0.066
C 3.523 -3.606 -3.952 -0.286
C 4.378 -3.505 -2.865 -0.015
C 4.270 -2.432 -1.987 -0.081
C 3.294 -1.474 -2.214 -0.096
C 2.494 -1.549 -3.357 -0.084
C 2.581 -2.626 -4.225 -0.022
H 5.107 -4.290 -2.711 0.116
H 4.930 -2.353 -1.134 0.102
H 3.065 -0.694 -1.498 0.093
H 1.841 -0.719 -3.581 0.086
H 1.988 -2.676 -5.127 0.112
```

## Properties
Net charge: 0
SMILES: Fc1ccccc1.Fc1ccccc1.Fc1ccccc1.Fc1ccccc1.Fc1ccccc1.Fc1ccccc1.Fc1ccccc1.Fc1ccccc1
Gap between HOMO and LUMO: 9.712 eV


The following is a DFT calculation (wB97M-V/def2-TZVPD) of a molecular structure, C48H40I2NO4P2Pt.

The geometry in XYZ format:
```
98
Properties=species:S:1:pos:R:3:lowdin_charge:R:1
Pt -0.163 0.021 -1.111 0.916
C 1.009 -1.771 5.885 -0.018
C -0.012 -1.854 4.736 -0.421
C -1.252 -2.633 5.205 -0.007
C 0.617 -2.583 3.550 -0.080
C 1.262 -3.809 3.668 0.001
C 1.806 -4.461 2.566 -0.050
C 1.707 -3.908 1.300 -0.064
C 1.047 -2.695 1.136 -0.254
P 0.798 -1.938 -0.497 0.975
C -0.280 -3.097 -1.378 -0.345
C -0.984 -4.092 -0.703 -0.063
C -1.867 -4.909 -1.395 -0.060
C -2.052 -4.740 -2.758 -0.061
C -1.359 -3.745 -3.435 -0.062
C -0.482 -2.923 -2.750 -0.125
C 2.468 -2.071 -1.193 -0.356
C 2.803 -2.896 -2.260 -0.071
C 4.117 -2.943 -2.711 -0.067
C 5.095 -2.176 -2.094 -0.072
C 4.761 -1.356 -1.022 -0.072
C 3.453 -1.299 -0.576 -0.095
C 0.535 -2.064 2.266 -0.197
O -0.035 -0.875 1.993 -0.044
C -0.383 -0.040 3.004 -0.215
C -0.652 1.252 2.562 -0.253
C -1.082 2.183 3.496 -0.045
C -1.198 1.803 4.827 -0.051
C -0.857 0.521 5.235 -0.004
C -0.423 -0.442 4.327 -0.086
P -0.241 1.598 0.815 1.067
C -1.369 2.989 0.464 -0.358
C -2.683 2.676 0.125 -0.100
C -3.611 3.678 -0.104 -0.064
C -3.231 5.010 0.003 -0.066
C -1.928 5.331 0.355 -0.066
C -1.000 4.325 0.590 -0.083
C 1.419 2.329 0.935 -0.354
C 2.258 2.083 2.018 -0.071
C 3.565 2.553 2.011 -0.071
C 4.041 3.280 0.931 -0.070
C 3.206 3.534 -0.150 -0.075
C 1.908 3.050 -0.155 -0.117
H 1.295 -2.766 6.225 0.082
H 0.585 -1.246 6.741 0.082
H 1.908 -1.242 5.567 0.101
H -0.979 -3.648 5.498 0.090
H -1.999 -2.692 4.412 0.099
H -1.706 -2.141 6.067 0.090
H 1.352 -4.273 4.642 0.119
H 2.310 -5.408 2.701 0.112
H 2.134 -4.420 0.446 0.122
H -0.851 -4.232 0.360 0.105
H -2.410 -5.679 -0.863 0.111
H -2.739 -5.380 -3.295 0.111
H -1.505 -3.608 -4.498 0.112
H 0.048 -2.142 -3.283 0.101
H 2.053 -3.515 -2.735 0.101
H 4.375 -3.593 -3.537 0.109
H 6.119 -2.222 -2.440 0.110
H 5.523 -0.761 -0.533 0.112
H 3.192 -0.643 0.249 0.113
H -1.318 3.195 3.194 0.114
H -1.540 2.521 5.560 0.112
H -0.932 0.272 6.286 0.119
H -2.988 1.636 0.058 0.110
H -4.628 3.420 -0.370 0.113
H -3.952 5.796 -0.182 0.109
H -1.631 6.367 0.451 0.109
H 0.014 4.586 0.865 0.105
H 1.895 1.534 2.879 0.106
H 4.207 2.360 2.862 0.108
H 5.055 3.657 0.933 0.108
H 3.568 4.107 -0.995 0.083
H 1.268 3.240 -1.011 0.112
N 0.987 1.113 -4.129 0.195
C 1.991 0.928 -3.270 -0.623
O 1.823 0.593 -2.088 -0.114
C 3.396 1.094 -3.777 -0.544
I 3.784 3.124 -4.313 0.854
H 0.049 1.173 -3.746 0.084
H 1.170 1.517 -5.033 0.103
H 3.557 0.495 -4.669 0.061
H 4.089 0.804 -2.996 0.046
I -7.361 3.229 -5.206 0.898
C -5.699 2.388 -4.265 -0.728
C -5.814 1.151 -3.643 -0.135
C -4.711 0.593 -3.022 -0.002
C -3.498 1.275 -3.015 -0.152
C -3.392 2.519 -3.632 -0.014
C -4.490 3.074 -4.264 -0.138
C -2.338 0.678 -2.328 -0.594
O -2.355 -0.460 -1.818 -0.028
O -1.243 1.391 -2.226 -0.228
H -6.761 0.628 -3.646 0.098
H -4.775 -0.373 -2.538 0.125
H -2.453 3.056 -3.597 0.122
H -4.412 4.038 -4.747 0.097
```

## Properties
Net charge: +1
Gap between HOMO and LUMO (spin up / spin down): 7.010 / 7.010 eV


Table of F_max (Eh/bohr), in record order: 0.036; 0.017
Table of E (eV), in record order: -72163.409; -98128.742